Molecular formula: C50H118N2O18
Method: DFT, the ωB97M-V functional and the def2-TZVPD basis

For the HOMO energy, the calculation gives -7.658 eV. As for the gap between HOMO and LUMO: 0.3016 hartree. The total energy is -3439.280976 Eh. As for the energy relative to the best compared isomer or geometry (same formula, charge and spin): 0.00 kcal/mol.

```
188
Properties=species:S:1:pos:R:3:forces:R:3:lowdin_charge:R:1
C -0.620637 2.101303 -1.618674 -0.457 0.455 -0.598 -0.0248
C -0.747843 0.577509 -1.663859 0.005 0.538 -0.691 -0.4879
C -1.735283 0.217383 -2.793480 -0.358 -0.774 0.380 -0.0038
C 0.641407 0.053768 -2.023600 0.574 -0.445 -0.079 -0.1263
C 0.902590 -1.374578 -1.578162 0.390 0.272 -0.238 -0.1638
C 0.647397 -1.535913 -0.090379 -0.645 -0.170 -0.557 -0.1164
C -0.766892 -1.095214 0.329805 -0.323 -0.768 0.161 -0.4839
C -1.719820 -2.272438 0.051448 -0.561 0.220 -0.718 -0.0071
C -0.748368 -0.808732 1.824321 -0.318 -0.066 0.648 -0.0094
N -1.186557 0.112443 -0.359075 0.848 0.585 0.296 -0.0772
O -2.519437 0.465210 -0.107182 0.206 -0.271 0.100 -0.0319
H -0.152626 2.439191 -2.551122 0.188 -0.061 0.127 0.0759
H -1.586348 2.617232 -1.615153 -0.049 -0.217 0.318 0.0807
H -0.041577 2.446317 -0.763184 0.086 -0.116 0.002 0.0760
H -2.689607 0.727889 -2.649859 0.032 0.045 -0.093 0.0700
H -1.357418 0.420451 -3.793661 0.155 0.313 0.055 0.0788
H -1.945756 -0.862183 -2.764728 0.006 0.083 -0.031 0.0828
H 0.773589 0.111438 -3.107120 -0.122 0.164 -0.020 0.1004
H 1.431133 0.700248 -1.622951 -0.178 0.020 0.296 0.1150
H 0.314216 -2.070453 -2.185097 -0.274 -0.013 0.248 0.0964
H 1.940694 -1.646108 -1.807406 0.012 0.070 0.100 0.0984
H 1.364080 -0.992017 0.523284 0.226 -0.061 -0.143 0.0938
H 0.695152 -2.613281 0.086140 0.260 0.114 0.602 0.1054
H -2.747138 -2.054279 0.352584 0.111 0.044 0.259 0.0618
H -1.415061 -3.208290 0.518944 0.088 0.075 0.137 0.0771
H -1.787596 -2.428090 -1.033719 0.186 -0.190 0.073 0.0827
H -0.119649 0.052200 2.058279 0.214 -0.121 -0.156 0.0640
H -0.405989 -1.687367 2.384286 0.143 0.060 -0.121 0.0787
H -1.739187 -0.596201 2.235074 -0.068 -0.029 -0.260 0.0678
H -3.088323 -0.186632 -0.559896 -0.164 0.190 0.067 0.0617
C -3.497377 1.562082 3.764504 -0.496 -0.069 -0.382 -0.0210
C -3.592032 3.060293 3.404903 0.508 -0.534 -0.071 -0.5146
C -4.902029 3.299413 2.655664 0.102 0.793 0.318 -0.0209
C -3.612873 3.868241 4.699802 -0.750 -0.196 0.635 -0.1503
C -2.265956 3.961778 5.366034 0.642 0.135 -0.010 -0.1807
C -1.239027 4.561947 4.400601 -0.274 0.383 0.637 -0.1331
C -1.161917 3.939301 3.000912 0.702 -0.094 0.654 -0.5102
C -0.662261 5.027339 2.052727 -0.314 -0.282 -0.975 -0.0399
C -0.158546 2.762465 3.017194 -1.044 -0.856 -0.589 -0.0157
N -2.485984 3.523634 2.583397 -0.302 0.994 -0.662 -0.0988
O -2.485008 2.962219 1.292514 0.068 0.050 0.122 -0.0179
H -4.478283 1.267307 4.149783 0.232 -0.151 0.369 0.0844
H -3.353308 0.920223 2.890015 0.181 0.218 -0.115 0.0654
H -2.705296 1.346565 4.478815 -0.079 -0.049 0.110 0.0758
H -4.919714 2.839663 1.672052 -0.118 -0.363 0.174 0.0548
H -5.711964 2.998189 3.322777 -0.180 -0.283 -0.347 0.0874
H -5.029767 4.374965 2.494095 0.107 -0.037 -0.034 0.0902
H -4.058412 4.859691 4.572286 0.286 0.073 -0.385 0.1231
H -4.317747 3.361510 5.373263 0.066 -0.020 -0.060 0.1233
H -2.283822 4.619150 6.239659 -0.255 -0.037 0.006 0.1115
H -1.949767 2.991297 5.761954 0.044 -0.060 -0.249 0.1069
H -0.265095 4.557372 4.898422 0.117 -0.142 -0.318 0.1167
H -1.481727 5.627350 4.306716 -0.148 -0.091 -0.160 0.1162
H -1.405591 5.825218 1.989698 0.273 0.242 0.386 0.0914
H -0.614833 4.663423 1.019028 0.123 -0.245 0.181 0.0687
H 0.340782 5.366172 2.313531 -0.104 0.205 0.214 0.0876
H 0.119781 2.485945 1.994361 0.396 0.280 0.078 0.0712
H -0.709918 1.867997 3.339422 0.234 0.097 0.426 0.0688
H 0.716949 2.892058 3.645040 0.110 0.186 -0.099 0.0837
H -1.990910 2.126383 1.311797 -0.172 -0.172 0.028 0.0678
C 1.397198 5.044237 -1.662207 1.134 -0.736 0.439 -0.1189
O 0.688044 6.247646 -1.734470 -0.054 0.021 0.189 -0.1526
C 1.063241 7.198738 -0.772679 -0.268 0.704 0.354 -0.2138
C 2.343114 7.943703 -1.071835 -0.162 -0.670 -0.620 -0.2195
O 3.461829 7.173024 -0.698982 0.165 0.061 0.451 -0.1942
C 4.664566 7.862866 -0.915561 0.440 0.030 0.333 -0.1201
H 2.486232 5.150921 -1.759579 -0.117 0.400 -0.564 0.0825
H 1.025311 4.378469 -2.433888 -0.089 0.033 -0.002 0.0646
H 1.369431 4.531241 -0.685473 -0.790 0.218 0.012 0.0845
H 1.102737 6.793361 0.246770 0.026 -0.260 -0.109 0.1201
H 0.284455 7.969427 -0.767946 -0.133 -0.240 -0.089 0.1289
H 2.305562 8.912833 -0.563323 0.257 0.058 0.028 0.1268
H 2.375505 8.072336 -2.163405 -0.019 0.436 0.049 0.1358
H 5.497299 7.233129 -0.597452 -0.155 -0.219 -0.232 0.0868
H 4.750672 8.757594 -0.282203 -0.281 0.121 -0.229 0.0879
H 4.779717 8.128924 -1.971130 0.075 0.090 0.021 0.0897
C -5.272016 -1.169803 -2.110522 -0.279 -0.242 -0.646 -0.1071
O -4.851583 -0.618758 -0.890143 0.255 0.166 0.503 -0.2375
C -5.635098 0.472912 -0.398279 -0.556 -0.614 -0.431 -0.1647
C -5.179244 1.820156 -0.893730 0.112 0.128 0.094 -0.2133
O -5.135490 1.807043 -2.307051 -0.115 -0.092 -0.001 -0.1965
C -4.898710 3.082749 -2.849802 0.220 0.186 -0.190 -0.1001
H -5.094624 -0.515194 -2.965224 0.033 0.161 0.127 0.0834
H -6.343270 -1.410563 -2.091507 0.057 0.000 0.088 0.0907
H -4.715579 -2.093192 -2.279176 0.016 0.002 0.198 0.0922
H -5.605106 0.432162 0.691615 0.201 0.088 0.021 0.1214
H -6.674222 0.272988 -0.695382 0.030 0.180 -0.007 0.1300
H -4.199602 2.049778 -0.456563 -0.026 0.148 -0.169 0.1050
H -5.904885 2.579916 -0.567197 0.065 -0.044 0.151 0.1300
H -3.866522 3.416736 -2.682400 -0.065 -0.022 0.161 0.0864
H -5.585801 3.830837 -2.436703 0.022 -0.037 0.020 0.0894
H -5.051178 3.025629 -3.927072 -0.064 -0.081 0.029 0.0891
C 3.503826 0.804663 0.938541 -0.705 -0.071 -0.184 -0.0905
O 2.739353 0.799779 2.133338 0.082 0.161 -0.109 -0.1859
C 3.025973 -0.330938 2.914838 0.292 -0.045 -0.174 -0.2301
C 2.322256 -0.218152 4.234883 0.132 0.164 0.711 -0.1955
O 2.737269 -1.337840 5.007318 -0.202 -0.004 -0.346 -0.1855
C 1.844742 -1.669472 6.032216 -0.177 -0.173 0.603 -0.1264
H 3.222724 1.679785 0.352461 0.084 0.183 0.243 0.0896
H 3.221278 -0.058161 0.327283 0.418 -0.140 0.026 0.0621
H 4.577820 0.812846 1.146115 0.015 -0.073 -0.029 0.0933
H 4.108931 -0.392076 3.104893 -0.048 -0.071 -0.012 0.1328
H 2.727596 -1.265536 2.413758 -0.053 0.088 -0.059 0.1140
H 1.231447 -0.173674 4.131361 0.030 -0.181 -0.145 0.1162
H 2.635037 0.700091 4.750715 -0.075 0.040 -0.120 0.1356
H 2.216951 -2.571193 6.519949 0.013 -0.029 -0.122 0.0863
H 0.831130 -1.866777 5.660202 0.047 0.044 -0.063 0.0794
H 1.770103 -0.905457 6.818917 0.069 0.155 -0.217 0.0928
C 2.845156 2.689339 -4.467049 -0.349 -0.508 0.885 -0.1206
O 3.322490 2.637444 -5.777016 0.375 0.201 -0.173 -0.1688
C 2.405854 2.200932 -6.753134 0.141 0.274 -0.176 -0.2034
C 2.140508 0.715910 -6.778673 0.042 -0.145 0.327 -0.2022
O 1.240703 0.360430 -5.739942 -0.288 -0.160 -0.018 -0.2089
C 0.618637 -0.889417 -6.013375 -0.173 0.661 0.354 -0.0858
H 1.800950 3.020633 -4.413350 0.034 0.050 -0.099 0.0820
H 3.453089 3.357003 -3.854565 0.107 0.197 -0.357 0.0847
H 2.898872 1.709037 -3.970440 -0.144 -0.019 -0.168 0.0776
H 2.864875 2.490947 -7.701563 -0.058 -0.093 -0.024 0.1274
H 1.461851 2.755287 -6.660583 -0.039 -0.119 0.051 0.1311
H 3.066950 0.147632 -6.630980 0.065 0.083 -0.248 0.1269
H 1.710763 0.447600 -7.754326 0.006 0.046 0.023 0.1260
H -0.022126 -1.127509 -5.164448 0.159 -0.084 0.153 0.0734
H 1.375129 -1.663976 -6.150078 -0.174 -0.145 -0.204 0.0665
H -0.057525 -0.766084 -6.867579 0.260 -0.321 -0.227 0.0962
C -6.820761 -2.927623 1.042430 -0.527 0.634 0.329 -0.1048
O -6.179376 -3.848015 1.890859 -0.036 -0.104 -0.283 -0.1632
C -4.878120 -3.471771 2.241131 0.791 0.097 0.424 -0.2083
C -4.816707 -2.222279 3.134589 0.146 -0.385 -0.106 -0.1982
O -3.523051 -2.029724 3.654925 0.492 0.020 -0.398 -0.2028
C -3.172105 -2.866123 4.736622 -0.215 0.413 0.285 -0.0914
H -6.194018 -2.598354 0.208715 0.052 -0.252 -0.089 0.0751
H -7.129790 -2.015848 1.582386 0.182 -0.120 0.008 0.0897
H -7.751216 -3.379930 0.703375 0.167 -0.164 -0.219 0.0910
H -4.208032 -3.289762 1.388876 -0.386 0.001 -0.274 0.1131
H -4.431710 -4.328457 2.751521 -0.187 0.040 0.158 0.1149
H -5.559522 -2.311883 3.939094 -0.070 0.166 -0.087 0.1360
H -4.991997 -1.342328 2.513057 -0.282 0.083 0.199 0.1103
H -2.092351 -2.878447 4.847541 0.051 0.062 -0.213 0.0714
H -3.497138 -3.896665 4.583875 -0.087 -0.003 0.178 0.0805
H -3.597329 -2.425477 5.647426 -0.134 -0.396 0.099 0.0928
C 3.446385 -4.124296 -0.096314 -0.353 -0.309 -0.175 -0.1052
O 4.763702 -4.276713 0.389716 -0.340 0.182 0.323 -0.1642
C 5.315518 -3.082639 0.920983 0.468 -0.698 0.082 -0.1953
C 5.886083 -2.200018 -0.152107 0.147 0.493 0.611 -0.2132
O 4.838567 -1.628734 -0.902423 0.286 -0.240 -0.407 -0.2073
C 5.317039 -1.031922 -2.080870 0.026 0.804 -0.316 -0.1062
H 3.441377 -3.833209 -1.150490 -0.053 0.185 0.096 0.0646
H 2.857611 -3.408302 0.487972 0.204 0.156 -0.051 0.0727
H 2.923247 -5.080553 -0.015130 0.222 -0.120 0.017 0.0817
H 6.140300 -3.411148 1.560914 0.011 0.065 -0.038 0.1310
H 4.608455 -2.563118 1.574485 -0.182 0.109 -0.209 0.1119
H 6.589479 -2.777468 -0.762760 -0.208 -0.067 -0.206 0.1327
H 6.474341 -1.401216 0.333334 -0.035 -0.018 -0.093 0.1311
H 4.485447 -0.504778 -2.551643 -0.066 -0.199 -0.051 0.0844
H 5.761466 -1.733901 -2.796545 -0.169 -0.236 0.163 0.0813
H 6.084209 -0.265137 -1.890693 -0.036 -0.132 0.237 0.0944
C 3.235423 -3.140593 -7.596937 0.067 -0.321 0.153 -0.1066
O 3.905371 -2.378692 -6.610721 -0.095 0.137 0.289 -0.1973
C 4.318212 -3.112204 -5.469742 0.398 -0.383 -0.570 -0.1914
C 3.224303 -3.344673 -4.450432 -0.018 0.256 -0.367 -0.2084
O 2.267410 -4.249791 -4.965596 0.004 -0.076 -0.016 -0.1981
C 1.318016 -4.629201 -3.994266 0.088 -0.090 0.045 -0.0914
H 2.939696 -2.447779 -8.380436 0.036 -0.043 -0.088 0.0884
H 2.363540 -3.648954 -7.187223 -0.139 0.106 -0.046 0.0746
H 3.894720 -3.922152 -7.995823 0.052 0.149 -0.123 0.0909
H 5.141203 -2.534894 -5.045454 -0.176 0.065 0.264 0.1154
H 4.759110 -4.069381 -5.789808 -0.171 -0.011 0.059 0.1319
H 2.762352 -2.361084 -4.272904 -0.071 -0.147 0.374 0.1242
H 3.643103 -3.768653 -3.528315 0.097 0.267 0.064 0.1180
H 0.688379 -3.785168 -3.695364 0.007 0.027 0.034 0.0739
H 1.818011 -5.038884 -3.106091 -0.057 0.077 0.010 0.0859
H 0.693838 -5.410807 -4.421896 -0.017 0.044 -0.074 0.0912
C 2.405868 -6.572879 2.955627 0.256 0.454 -0.088 -0.1098
O 1.738711 -6.281303 4.154548 -0.456 -0.201 0.270 -0.1864
C 1.598913 -4.901167 4.421832 1.153 -0.094 0.645 -0.2010
C 0.615066 -4.173972 3.548356 0.022 0.132 -0.267 -0.2173
O -0.709789 -4.583448 3.746176 -0.651 -0.153 0.275 -0.1909
C -1.134019 -5.658827 2.927577 1.038 -0.156 -0.084 -0.0783
H 3.448567 -6.228333 2.998771 -0.007 -0.143 -0.019 0.0951
H 1.942202 -6.066455 2.102946 -0.051 -0.168 -0.109 0.0651
H 2.365358 -7.647762 2.811809 0.050 -0.056 -0.038 0.0931
H 2.600287 -4.432649 4.399532 -0.168 0.167 -0.518 0.1295
H 1.353869 -4.812970 5.483927 -0.544 -0.153 -0.150 0.1284
H 0.865532 -4.286222 2.483135 0.140 0.191 0.054 0.1129
H 0.655256 -3.112131 3.807736 0.103 -0.016 -0.129 0.1007
H -2.112054 -5.984301 3.263093 -0.189 0.182 -0.139 0.0867
H -0.441110 -6.504686 3.016287 -0.165 -0.002 0.124 0.0824
H -1.107434 -5.359082 1.870793 -0.407 0.034 0.045 0.0839
```
Forces are in eV/Å.